C34H96N8O10 | ωB97M-V/def2-TZVPD

Geometry as XYZ:
```
148
Properties=species:S:1:pos:R:3:mulliken_charge:R:1
C 3.692 -0.942 2.928 -0.77
O 3.381 0.382 2.536 0.29
C 4.200 1.403 3.053 -1.01
C 3.888 1.748 4.524 0.67
C 2.403 2.005 4.676 -1.12
N 4.700 2.883 4.965 -0.73
H 3.324 -1.084 3.954 0.32
H 4.779 -1.041 3.032 0.49
H 3.259 -1.715 2.302 -0.15
H 5.271 1.238 2.901 0.32
H 3.851 2.264 2.475 0.35
H 4.181 0.889 5.137 0.18
H 2.192 2.384 5.681 0.43
H 1.765 1.174 4.383 -0.08
H 2.066 2.845 4.053 0.39
H 4.121 3.535 5.489 0.27
H 4.958 3.477 4.175 0.28
C 0.951 -2.132 -6.426 -0.82
O 1.110 -1.010 -5.579 -0.39
C -0.095 -0.338 -5.310 -0.86
C 0.302 0.961 -4.591 -0.42
C 0.770 0.604 -3.188 0.57
N -0.803 1.902 -4.454 0.14
H 0.092 -2.069 -7.092 0.34
H 0.828 -3.043 -5.827 0.27
H 1.898 -2.297 -6.936 0.27
H -0.667 -0.083 -6.213 0.65
H -0.726 -0.975 -4.676 0.24
H 1.151 1.348 -5.169 0.58
H 1.724 0.076 -3.149 0.74
H 0.018 -0.021 -2.703 -0.88
H 0.896 1.474 -2.535 -0.56
H -0.565 2.780 -3.990 0.04
H -1.006 2.179 -5.416 0.39
C 1.146 -2.154 -0.877 -0.33
O 0.521 -3.258 -0.298 -0.08
C 1.408 -4.330 -0.013 -0.64
C 0.626 -5.626 0.373 0.64
C -0.190 -5.455 1.635 -1.16
N 1.590 -6.691 0.625 -0.76
H 0.429 -1.454 -1.300 -0.64
H 1.683 -2.501 -1.778 0.67
H 1.900 -1.623 -0.283 0.17
H 1.896 -4.563 -0.966 0.33
H 2.053 -4.065 0.831 0.07
H 0.005 -5.948 -0.464 0.28
H 0.380 -5.104 2.500 0.24
H -0.624 -6.416 1.916 0.44
H -1.004 -4.737 1.521 0.03
H 2.188 -6.405 1.397 0.27
H 2.224 -6.875 -0.145 0.28
C -0.129 1.417 0.053 0.79
O -0.693 0.409 0.860 0.73
C 0.136 -0.103 1.866 -0.08
C -0.689 -1.108 2.650 0.39
C 0.214 -1.896 3.623 -1.21
N -1.254 -2.154 1.763 0.64
H 0.760 0.998 -0.431 -0.03
H 0.117 2.311 0.633 0.40
H -0.845 1.691 -0.721 -1.03
H 1.054 -0.573 1.479 -0.81
H 0.526 0.704 2.506 0.15
H -1.506 -0.631 3.191 0.47
H 0.610 -1.291 4.446 0.44
H 1.116 -2.254 3.121 -0.12
H -0.347 -2.743 4.011 0.23
H -1.630 -1.541 1.026 -0.36
H -0.532 -2.636 1.211 -0.32
C 3.663 1.517 -0.910 -0.38
O 4.767 1.999 -1.671 -0.41
C 5.747 2.542 -0.826 -0.61
C 6.948 3.027 -1.645 0.32
C 7.617 1.824 -2.327 -1.26
N 7.969 3.639 -0.776 -0.71
H 2.919 1.254 -1.661 -0.02
H 3.301 2.310 -0.248 0.20
H 3.987 0.640 -0.343 0.50
H 5.345 3.450 -0.353 0.34
H 6.114 1.855 -0.056 0.24
H 6.593 3.704 -2.429 0.31
H 6.879 1.497 -3.069 0.31
H 7.751 0.993 -1.639 0.27
H 8.523 2.109 -2.858 0.39
H 8.609 4.160 -1.367 0.28
H 7.548 4.359 -0.189 0.24
C -2.905 -2.358 -1.648 -0.17
O -3.661 -1.761 -2.669 -0.49
C -3.401 -0.400 -2.871 1.07
C -4.283 0.168 -3.961 0.16
C -4.100 -0.536 -5.309 -1.32
N -3.954 1.611 -4.087 -0.48
H -3.084 -3.429 -1.662 0.35
H -3.204 -1.956 -0.672 0.13
H -1.829 -2.168 -1.742 -0.06
H -3.628 0.181 -1.965 -0.15
H -2.339 -0.250 -3.102 -0.81
H -5.343 0.171 -3.705 0.40
H -4.376 -1.593 -5.243 0.35
H -3.092 -0.530 -5.731 0.15
H -4.712 -0.082 -6.094 0.46
H -4.303 1.910 -4.994 0.31
H -2.939 1.706 -4.204 0.02
C 1.469 4.251 -2.800 -0.99
O 0.068 4.178 -2.997 -0.50
C -0.676 4.749 -1.927 -0.85
C -2.141 4.446 -2.109 0.56
C -2.934 5.258 -1.083 -0.92
N -2.528 3.016 -1.894 0.84
H 1.742 5.311 -2.836 0.40
H 1.973 3.789 -3.651 0.28
H 1.823 3.736 -1.905 0.30
H -0.396 4.380 -0.932 0.19
H -0.537 5.833 -1.945 0.53
H -2.449 4.673 -3.136 0.30
H -2.689 6.316 -1.234 0.58
H -2.707 5.006 -0.049 -0.42
H -4.010 5.152 -1.216 0.40
H -1.819 2.419 -2.307 -1.50
H -3.414 2.787 -2.351 0.56
C -4.096 -6.822 6.334 -0.74
O -4.014 -5.467 5.951 -0.30
C -3.924 -5.280 4.552 -0.60
C -3.817 -3.792 4.276 1.14
C -4.859 -2.883 4.957 -1.63
N -3.909 -3.504 2.841 -0.73
H -4.992 -7.285 5.918 0.29
H -4.045 -6.848 7.420 0.25
H -3.195 -7.356 6.008 0.29
H -3.081 -5.849 4.147 0.33
H -4.877 -5.634 4.134 0.36
H -2.850 -3.417 4.643 -0.17
H -4.761 -2.818 6.040 0.34
H -5.855 -3.264 4.721 0.33
H -4.779 -1.887 4.523 0.45
H -3.266 -4.084 2.321 0.23
H -3.699 -2.538 2.651 0.15
C -2.357 4.241 1.988 -0.55
O -1.481 5.344 2.015 -0.57
H -2.177 3.551 2.811 0.39
H -3.416 4.509 2.090 0.37
H -2.364 3.653 1.061 -0.12
H -1.936 6.087 1.612 0.34
C -3.532 1.452 0.994 0.13
O -4.046 2.658 0.439 -0.61
H -3.607 1.434 2.080 0.42
H -4.059 0.589 0.568 0.37
H -2.487 1.327 0.688 -0.56
H -3.469 2.820 -0.358 0.23
```

Electronic energy, Eh: -2543.2423
Highest occupied orbital energy, eV: -8.4
SMILES: COC[C@H](C)N.COC[C@H](C)N.COC[C@H](C)N.COC[C@H](C)N.COC[C@H](C)N.COC[C@H](C)N.COC[C@H](C)N.COC[C@H](C)N.CO.CO
LUMO level, eV: 0.443
Molecular weight, g/mol: 777.19
Gap between HOMO and LUMO, eV: 8.87
Max |F|, eV/A: 2.43
Energy above the lowest of the compared OMol25 structures with the same formula, charge and spin, eV: 0.893